1.
Here is a structure of composition C8H8Br4O from the Open Molecules 2025 dataset. Energies are from ωB97M-V with the def2-TZVPD basis set.

Calculated values
Energy above the lowest of the compared OMol25 structures with the same formula, charge and spin = 0.0 kcal per mole
HOMO energy = -9.39 eV
Kohn-Sham gap = 0.32472 Ha

The geometry in ORCA input format:
```
! RIJCOSX wB97M-V def2-TZVPD def2/J DEFGRID3
* xyz 0 1
C -0.973 1.475 1.020
C -2.111 0.831 0.691
C 0.351 0.872 1.082
C -2.110 -0.617 0.445
C -0.269 -1.290 -0.185
C 0.639 -0.141 -0.161
C 0.625 0.593 -1.496
C 2.120 -0.585 0.131
O 1.171 1.182 1.924
Br -3.376 -1.140 -0.987
Br 0.099 -2.699 1.117
Br 3.438 0.948 0.152
Br 2.783 -1.880 -1.180
H -0.934 2.571 1.384
H -3.025 1.386 0.493
H -2.086 -1.325 1.291
H -0.552 -1.693 -1.161
H 0.912 0.111 -2.396
H 1.423 1.345 -1.479
H -0.327 1.099 -1.751
H 2.201 -1.043 1.067
*
```

***

2.
Here is the molecule C8H8BrN from the Open Molecules 2025 dataset. Energies are from ωB97M-V with the def2-TZVPD basis set.

Calculated values
SMILES string = CC#C[C@@]1(Br)C=CC=NC1
Energy above the lowest of the compared OMol25 structures with the same formula, charge and spin = 24.4 kcal per mole
HOMO energy = -9.18 eV
Kohn-Sham gap = 0.31470 Ha

The geometry in ORCA input format:
```
! RIJCOSX wB97M-V def2-TZVPD def2/J DEFGRID3
* xyz 0 1
C -0.699 0.960 -0.093
C -1.779 1.480 -0.180
C 1.512 -1.784 1.242
C 0.717 -0.684 1.140
C 2.050 -2.281 0.062
C 0.696 -0.766 -1.255
C 0.537 0.148 -0.026
C -2.837 2.433 -0.072
N 1.707 -1.761 -1.091
Br 2.089 1.566 -0.032
H 1.733 -2.367 2.217
H 0.385 -0.135 1.971
H 2.609 -3.227 0.128
H -0.263 -1.317 -1.561
H 0.887 -0.085 -2.090
H -2.596 3.468 -0.519
H -3.202 2.401 0.945
H -3.547 1.953 -0.786
*
```

***

3.
Here is a structure of composition C8H8CaIO3P from the Open Molecules 2025 dataset. Energies are from ωB97M-V with the def2-TZVPD basis set.

Calculated values
HOMO energy = -13.92 eV
Kohn-Sham gap = 0.14340 Ha

The geometry in ORCA input format:
```
! RIJCOSX wB97M-V def2-TZVPD def2/J DEFGRID3
* xyz 2 1
C 2.284 0.886 0.636
C 1.488 0.278 -0.665
C 0.042 -0.416 -0.337
C -1.237 0.383 -0.381
P -1.382 2.242 -0.754
O 0.091 3.135 -0.514
I -2.903 3.263 0.965
C -2.613 -0.522 -0.081
O -3.828 0.006 0.124
C -2.572 -2.194 -0.076
C -1.280 -2.936 -0.002
C 0.095 -2.045 0.034
O 1.247 -2.642 0.385
H 2.339 2.068 0.587
H 1.897 0.498 1.676
H 3.420 0.524 0.565
H 1.395 1.086 -1.524
H 2.178 -0.577 -1.113
H 0.141 3.863 -1.201
H -3.564 -2.847 -0.131
H -1.309 -4.115 0.024
Ca 4.072 0.063 1.781
*
```

***

4.
Here is a cluster of 2 separate species, C8H8ClN3O2S in total from the Open Molecules 2025 dataset. Energies are from ωB97M-V with the def2-TZVPD basis set.

Calculated values
Energy above the lowest of the compared OMol25 structures with the same formula, charge and spin = 30.0 kcal per mole
HOMO energy = -9.49 eV
Kohn-Sham gap = 0.36077 Ha

The geometry in ORCA input format:
```
! RIJCOSX wB97M-V def2-TZVPD def2/J DEFGRID3
* xyz 0 1
C -1.602 2.399 0.698
C -0.758 3.102 -0.101
C -1.502 1.011 0.928
C 0.152 2.299 -0.788
C -0.433 0.411 0.222
C -1.301 -2.980 -0.335
C 0.081 -2.908 -0.523
C -1.702 -1.741 0.037
N 0.334 0.956 -0.690
N -0.583 -0.972 0.200
N 0.455 -1.697 -0.198
O 4.537 0.552 0.225
O 3.054 -1.116 -0.653
S 3.175 0.411 -0.047
Cl 2.258 0.137 1.870
H -2.346 2.944 1.209
H -0.827 4.139 -0.287
H -2.127 0.634 1.697
H 0.916 2.586 -1.473
H -1.990 -3.779 -0.709
H 0.750 -3.765 -0.762
H 2.138 -1.322 -0.789
H -2.679 -1.301 0.267
*
```

***

5.
Here is the molecule C8H8F2 from the Open Molecules 2025 dataset. Energies are from ωB97M-V with the def2-TZVPD basis set.

Calculated values
Energy above the lowest of the compared OMol25 structures with the same formula, charge and spin = 91.5 kcal per mole
HOMO energy = -8.60 eV
Kohn-Sham gap = 0.27373 Ha

The geometry in ORCA input format:
```
! RIJCOSX wB97M-V def2-TZVPD def2/J DEFGRID3
* xyz 0 1
C -0.227 0.133 -1.310
C -1.227 0.384 -0.270
C 0.297 -0.214 1.808
C 1.031 -0.352 -0.651
C 1.375 -0.531 0.803
C -0.907 0.332 1.083
C -2.541 0.855 -0.592
C 2.224 -0.639 -1.512
F 2.524 -1.053 1.231
F -1.925 0.625 1.978
H -0.078 -1.065 2.440
H 0.566 0.669 2.444
H -2.405 1.314 -1.541
H -2.929 1.441 0.154
H -3.289 0.025 -0.757
H 2.854 -1.465 -1.326
H 2.876 0.189 -1.450
H 1.781 -0.649 -2.531
*
```

***

6.
Here is the molecule C8H8FN from the Open Molecules 2025 dataset. Energies are from ωB97M-V with the def2-TZVPD basis set.

Calculated values
SMILES string = F[C@]1(c2ccccc2)CN1
Energy above the lowest of the compared OMol25 structures with the same formula, charge and spin = 39.8 kcal per mole
HOMO energy = -9.07 eV
Kohn-Sham gap = 0.37050 Ha

The geometry in ORCA input format:
```
! RIJCOSX wB97M-V def2-TZVPD def2/J DEFGRID3
* xyz 0 1
C 0.646 -2.614 0.476
C -0.195 -2.352 -0.607
C 1.038 -1.500 1.274
C -0.525 -1.049 -0.944
C 0.550 -0.186 0.936
C -0.220 0.053 -0.237
C -0.834 2.530 0.263
C -0.438 1.473 -0.687
N 0.528 2.316 -0.193
F -0.880 1.417 -2.018
H 0.964 -3.606 0.938
H -0.640 -3.124 -1.216
H 1.593 -1.599 2.155
H -0.858 -0.964 -1.943
H 0.789 0.519 1.628
H -1.425 3.386 -0.180
H -0.843 2.232 1.243
H 0.752 3.069 -0.886
*
```

***

7.
Here is a structure of composition C8H8I2N5O4W from the Open Molecules 2025 dataset. Energies are from ωB97M-V with the def2-TZVPD basis set.

Calculated values
Energy above the lowest of the compared OMol25 structures with the same formula, charge and spin = 393.5 kcal per mole
HOMO energy (alpha / beta) = -20.45 / -20.45 eV
Kohn-Sham gap (alpha / beta) = 0.25228 / 0.25225 Ha

The geometry in ORCA input format:
```
! RIJCOSX wB97M-V def2-TZVPD def2/J DEFGRID3
* xyz 3 1
W -0.070 0.444 -0.171
N 1.200 -1.184 1.531
C -0.093 -1.594 2.393
C -1.190 -0.633 2.209
O -1.143 -0.645 0.426
N -1.740 0.329 2.714
C -2.368 1.671 2.118
C -1.352 1.772 0.689
O -1.915 1.333 -0.374
O -0.121 1.623 1.230
H 1.850 -2.370 1.007
H 2.235 -1.060 2.096
H 0.353 -1.340 3.247
H -0.181 -2.538 2.694
H -2.351 2.255 2.952
H -3.181 1.373 1.873
I 2.850 1.591 0.294
C 2.896 2.753 -1.553
I 0.473 2.393 -2.195
H 3.482 2.388 -2.201
H 3.174 3.607 -0.888
O 1.161 -1.147 -1.375
N -0.326 -0.541 -1.761
C -0.447 -1.634 -2.786
C -2.015 -1.446 -3.281
N -2.979 -1.955 -3.711
C 0.508 -2.362 -3.288
N 1.288 -3.084 -3.888
*
```

***

8.
Here is the molecule C8H8N2O from the Open Molecules 2025 dataset. Energies are from ωB97M-V with the def2-TZVPD basis set.

Calculated values
Energy above the lowest of the compared OMol25 structures with the same formula, charge and spin = 101.1 kcal per mole
HOMO energy = -7.40 eV
Kohn-Sham gap = 0.29301 Ha

The geometry in ORCA input format:
```
! RIJCOSX wB97M-V def2-TZVPD def2/J DEFGRID3
* xyz 0 1
C -1.530 1.123 2.350
C -1.345 1.993 1.259
C -1.015 -0.147 2.312
C -0.744 1.531 0.067
C -0.385 -0.556 1.171
C -0.255 0.226 0.008
C 0.413 -0.267 -1.156
C 1.752 -2.132 -1.840
N 0.602 0.543 -2.180
N 0.977 1.265 -2.995
O 0.547 -1.597 -1.232
H -2.194 1.507 3.080
H -1.711 3.025 1.369
H -1.116 -0.954 3.100
H -0.508 2.304 -0.662
H 0.222 -1.493 1.198
H 1.753 -1.712 -2.867
H 1.803 -3.092 -1.595
H 2.734 -1.569 -1.387
*
```

***

9.
Here is the molecule C8H8N2O2 from the Open Molecules 2025 dataset. Energies are from ωB97M-V with the def2-TZVPD basis set.

Calculated values
SMILES string = O=C1OCNN1c1ccccc1
Energy above the lowest of the compared OMol25 structures with the same formula, charge and spin = 53.2 kcal per mole
HOMO energy = -8.46 eV
Kohn-Sham gap = 0.33966 Ha

The geometry in ORCA input format:
```
! RIJCOSX wB97M-V def2-TZVPD def2/J DEFGRID3
* xyz 0 1
C 1.899 0.561 -2.293
C 0.651 1.155 -2.306
C 2.108 -0.452 -1.400
C -0.319 0.783 -1.414
C 1.162 -0.824 -0.466
C -0.042 -0.160 -0.440
C -1.515 0.954 1.243
C -1.516 -0.820 2.643
N -0.710 -1.280 1.601
N -1.036 -0.459 0.494
O -1.579 1.995 0.744
O -1.759 0.601 2.527
H 2.675 0.938 -3.093
H 0.349 1.893 -3.177
H 2.954 -0.991 -1.346
H -1.447 1.206 -1.480
H 1.523 -1.606 0.294
H -2.542 -1.412 2.466
H -1.127 -0.982 3.651
H 0.274 -1.101 1.752
*
```

***

10.
Here is the molecule C8H8N2OS from the Open Molecules 2025 dataset. Energies are from ωB97M-V with the def2-TZVPD basis set.

Calculated values
SMILES string = C[C@@]12ON1SNc1ccccc12
Energy above the lowest of the compared OMol25 structures with the same formula, charge and spin = 50.9 kcal per mole
HOMO energy = -8.34 eV
Kohn-Sham gap = 0.32613 Ha

The geometry in ORCA input format:
```
! RIJCOSX wB97M-V def2-TZVPD def2/J DEFGRID3
* xyz 0 1
C 0.921 -2.225 0.040
C 1.705 -1.741 1.076
C 0.083 -1.369 -0.650
C 1.697 -0.394 1.389
C 0.030 -0.022 -0.320
C 0.870 0.475 0.687
C -1.009 0.865 -0.934
C -2.424 0.386 -0.674
N 0.794 1.837 0.964
N -0.883 2.277 -1.017
O -0.771 1.475 -2.160
S 0.794 2.863 -0.402
H 0.957 -3.269 -0.225
H 2.343 -2.408 1.633
H -0.530 -1.743 -1.457
H 2.332 -0.007 2.173
H -2.522 0.111 0.373
H -2.648 -0.478 -1.293
H -3.123 1.183 -0.909
H 1.383 2.183 1.707
*
```

***

- Which formula does entry 10 have?
  C8H8N2OS